ORCA calculation (the ωB97M-V functional and the def2-TZVPD basis) on one molecule with the formula C2H6O at a distorted geometry.

As for the total energy: -4218.21611 eV. The max |F| is 3.08 eV Å⁻¹. As for the LUMO energy: 1.062 eV. The value obtained for the relative energy (zero: lowest compared OMol25 entry of this formula, charge and spin) is 24.2 kJ/mol. For the gap between HOMO and LUMO, the calculation gives 11.4 eV. The value obtained for the HOMO energy is -10.368 eV.

Last columns: bonded neighbours and bond lengths (Å).
Positions of all 9 atoms, in Å:
1 O 1.217 -0.269 -0.089  C2 1.403, H6 1.021
2 C 0.111 0.583 0.058  O1 1.403, C3 1.542, H4 1.090, H5 1.125
3 C -1.207 -0.213 -0.036  C2 1.542, H7 1.126, H8 1.119, H9 1.107
4 H 0.169 1.172 0.973  C2 1.090
5 H 0.212 1.251 -0.842  C2 1.125
6 H 1.051 -1.068 0.525  O1 1.021
7 H -2.149 0.383 -0.197  C3 1.126
8 H -1.077 -1.033 -0.785  C3 1.119
9 H -1.373 -0.773 0.904  C3 1.107

ORCA calculation (the ωB97M-V functional and the def2-TZVPD basis) on one molecule with the formula C3H5N3.

As for the total energy: -7658.85958 eV. The max |F| is 0.74 eV Å⁻¹. As for the LUMO energy: 1.054 eV. The value obtained for the relative energy (zero: lowest compared OMol25 entry of this formula, charge and spin) is 347.0 kJ/mol. For the gap between HOMO and LUMO, the calculation gives 10.4 eV. The value obtained for the HOMO energy is -9.344 eV.

Last columns: bonded neighbours and bond lengths (Å).
Positions of all 11 atoms, in Å:
1 N 1.143 -0.901 0.339  N3 1.406, C4 1.228
2 N -0.968 -0.378 0.259  N3 1.231, C6 1.452
3 N -0.089 -1.005 -0.330  N1 1.406, N2 1.231
4 C 1.792 0.142 0.322  N1 1.228, C5 1.306
5 C 2.557 1.200 0.353  C4 1.306, H8 1.083, H10 1.083
6 C -2.286 -0.568 -0.322  N2 1.452, H7 1.092, H9 1.093, H11 1.093
7 H -2.916 -0.972 0.474  C6 1.092
8 H 2.404 1.984 1.085  C5 1.083
9 H -2.283 -1.240 -1.184  C6 1.093
10 H 3.329 1.336 -0.394  C5 1.083
11 H -2.682 0.414 -0.591  C6 1.093

ORCA calculation (the ωB97M-V functional and the def2-TZVPD basis) on one molecule with the formula CH4S3Si at a distorted geometry.

As for the total energy: -41484.32021 eV. The max |F| is 1.87 eV Å⁻¹. As for the LUMO energy: -0.383 eV. The value obtained for the relative energy (zero: lowest compared OMol25 entry of this formula, charge and spin) is 27.6 kJ/mol. For the gap between HOMO and LUMO, the calculation gives 8.5 eV. The value obtained for the HOMO energy is -8.863 eV.

Last columns: bonded neighbours and bond lengths (Å).
Positions of all 9 atoms, in Å:
1 S 2.805 -0.425 0.170  C5 1.712, H6 1.347
2 S 0.102 -1.339 0.102  Si4 2.210, C5 1.831
3 S 0.739 1.677 -0.181  C5 1.626
4 Si -1.852 -0.308 0.161  S2 2.210, H7 1.590, H8 1.564, H9 1.420
5 C 1.196 0.125 -0.022  S1 1.712, S2 1.831, S3 1.626
6 H 3.367 0.597 -0.503  S1 1.347
7 H -1.698 0.677 1.399  Si4 1.590
8 H -2.947 -1.402 -0.063  Si4 1.564
9 H -1.711 0.398 -1.063  Si4 1.420